14
Properties=species:S:1:pos:R:3:mulliken_charge:R:1 method="wB97M-V/def2-TZVPD" orbital_gap_ev=9.43 relative_energy_ev=4.260
O 1.2495 -0.7898 -1.8088 -0.540
C 0.6663 0.2126 -1.0024 0.038
C -0.7642 -0.1345 -0.5760 -0.412
C -0.6533 -0.8414 0.7653 -0.439
O 0.5307 -0.5431 1.2247 -0.139
C 1.3357 0.3329 0.3565 -0.494
H 1.0903 -1.6467 -1.3904 0.352
H 0.7386 1.1384 -1.5770 0.381
H -1.3125 -0.7140 -1.3241 0.358
H -1.3611 0.7672 -0.3680 0.288
H -2.3905 0.1671 2.1373 -0.175
H -2.7755 0.7486 2.4032 0.187
H 1.2839 1.3383 0.7846 0.292
H 2.3621 -0.0354 0.3749 0.304

---

73
Properties=species:S:1:pos:R:3:mulliken_charge:R:1 method="wB97M-V/def2-TZVPD" total_charge=-2 s2=6.169 orbital_gap_ev="3.43 / 3.69" multiplicity=5
Cr -0.0251 2.0175 2.3661 -0.114
S 1.5624 6.1212 2.7401 -0.683
Sb 2.5950 4.3852 2.9937 0.398
S 0.4736 3.6774 4.0490 -0.630
S 2.0489 2.6612 1.3071 -0.357
S 3.2715 3.9365 5.3081 -0.653
S 0.1064 -1.4567 5.2254 -0.415
C -0.5064 -0.3189 4.1034 -0.436
N 0.3418 0.5769 3.6534 0.769
C 1.5843 0.3645 4.2301 -1.079
C 2.7469 1.1255 3.9919 1.481
C 3.9398 0.7986 4.6454 -1.274
C 3.9873 -0.2740 5.5304 -0.524
C 2.8487 -1.0451 5.7848 -0.413
C 1.6559 -0.7082 5.1232 0.581
H -1.5405 -0.3420 3.7855 0.439
H 2.7050 1.9614 3.3007 -0.504
H 4.8338 1.3888 4.4580 0.423
H 4.9218 -0.5173 6.0320 0.345
H 2.8874 -1.8818 6.4756 0.351
C -0.9205 -0.8388 -0.6138 0.034
C -0.2107 -2.1686 -0.3436 -1.407
As -0.5188 -3.6397 -1.6679 0.179
C -2.4698 -3.5474 -1.8860 0.246
C -3.0330 -3.8408 -3.1380 -0.410
C -4.4180 -3.7952 -3.3193 -0.516
C -5.2522 -3.4658 -2.2481 -0.448
C -4.7012 -3.1906 -0.9931 -0.558
C -3.3151 -3.2376 -0.8096 -0.310
C 0.0343 -2.6161 -3.2515 0.229
C 1.2917 -2.8958 -3.8023 -0.569
C 1.7393 -2.2053 -4.9322 -0.519
C 0.9308 -1.2305 -5.5217 -0.473
C -0.3267 -0.9475 -4.9825 -0.610
C -0.7767 -1.6380 -3.8530 -0.017
P -0.4547 0.4202 0.7012 1.265
C -1.4504 1.8516 0.0641 0.314
C -0.8687 3.0813 -0.2915 0.642
C -1.6688 4.1302 -0.7584 -0.958
C -3.0517 3.9648 -0.8670 -0.463
C -3.6391 2.7523 -0.5025 -0.720
C -2.8439 1.7031 -0.0358 -0.776
C 1.2563 0.7762 0.0729 -0.091
C 1.5053 1.1678 -1.2568 -0.192
C 2.8134 1.4022 -1.6892 -1.159
C 3.8823 1.2438 -0.8039 -0.684
C 3.6433 0.8534 0.5163 -0.505
C 2.3354 0.6212 0.9532 -0.284
H -2.0125 -0.9899 -0.5879 0.440
H -0.6563 -0.4373 -1.6017 -0.227
H -0.5241 -2.5415 0.6541 0.400
H 0.8860 -1.9992 -0.3159 0.527
H -2.3968 -4.1009 -3.9739 0.416
H -4.8442 -4.0163 -4.2892 0.377
H -6.3247 -3.4301 -2.3890 0.361
H -5.3490 -2.9434 -0.1619 0.391
H -2.9055 -3.0326 0.1697 0.381
H 1.9252 -3.6500 -3.3530 0.320
H 2.7127 -2.4266 -5.3507 0.388
H 1.2779 -0.6961 -6.3965 0.378
H -0.9536 -0.1936 -5.4402 0.381
H -1.7531 -1.4039 -3.4526 0.405
H 0.1959 3.2426 -0.2058 0.090
H -1.2165 5.0741 -1.0337 0.422
H -3.6695 4.7771 -1.2277 0.344
H -4.7117 2.6247 -0.5795 0.370
H -3.3185 0.7726 0.2477 0.353
H 0.6957 1.2986 -1.9608 0.478
H 2.9985 1.7050 -2.7118 0.420
H 4.8953 1.4226 -1.1412 0.356
H 4.4723 0.7276 1.2006 0.470
H 2.1634 0.3133 1.9766 0.773
H -1.5376 2.7223 2.0803 0.041

---

21
Properties=species:S:1:pos:R:3:mulliken_charge:R:1 method="wB97M-V/def2-TZVPD" total_charge=+1 s2=0.755 orbital_gap_ev="10.74 / 5.88" relative_energy_ev=1.527 multiplicity=2
C -0.6195 -0.4916 1.2678 -0.441
N -0.7519 0.3560 0.0178 0.031
C -1.3061 -0.3235 -1.1092 -0.668
C -0.5321 -0.0082 -2.4127 -0.527
C 0.9688 -0.2767 -2.2769 -0.011
O 1.7365 0.0731 -3.1188 -0.381
C -1.8483 -0.2078 2.1283 -1.104
H -0.5866 -1.5368 0.9775 0.356
H 0.3506 -0.1976 1.6802 0.428
H -1.0181 1.2957 0.3002 0.352
H -2.3601 0.0123 -1.2088 0.384
H -1.4887 -1.3906 -1.0258 0.463
H -0.9788 -0.6340 -3.1766 0.364
H -0.7144 1.0314 -2.6981 0.334
H 1.2730 -0.7968 -1.3514 0.330
H -1.9405 -1.0663 2.7974 0.332
H -1.6732 0.6652 2.7618 0.380
H -2.7921 -0.1433 1.5858 0.378
H 5.2279 0.6827 1.2733 0.325
H 4.3225 1.8754 1.6046 0.316
O 4.7312 1.0816 1.9837 -0.640

---

129
Properties=species:S:1:pos:R:3:mulliken_charge:R:1 method="wB97M-V/def2-TZVPD" total_charge=-1 orbital_gap_ev=5.86
C 0.5411 0.2369 -0.1684 -0.702
C 1.8751 -0.4427 0.2782 0.543
O 2.8811 0.2483 0.4469 -0.726
O 1.8483 -1.6646 0.6009 -0.749
H 0.9113 0.9450 -0.9098 0.220
H 0.2126 0.8057 0.7015 0.183
H -0.2248 -0.4520 -0.5245 0.231
C 6.0299 -1.4263 -4.1892 -0.214
C 6.8457 -2.2446 -3.1839 -0.238
O 8.0119 -2.5291 -3.9377 -0.315
C 8.0823 -1.7334 -4.9703 0.718
O 8.9834 -1.8232 -5.8286 -0.608
O 6.9681 -1.0263 -5.1394 -0.322
H 5.5813 -0.5197 -3.7828 0.265
H 5.3074 -2.0328 -4.7353 0.217
H 6.4211 -3.2275 -2.9797 0.232
H 6.9551 -1.7616 -2.2129 0.264
C -5.6858 1.7324 -2.3321 -0.876
C -4.9876 2.2831 -3.5639 0.700
O -4.0899 3.1326 -3.4342 -0.666
N -5.3539 1.7794 -4.7183 -0.187
C -4.8798 2.1184 -6.0396 -0.924
H -6.5281 1.1088 -2.6317 0.284
H -6.0824 2.5233 -1.6954 0.256
H -5.0210 1.1706 -1.6758 0.236
H -6.0988 1.1002 -4.6558 0.217
H -3.8263 2.3492 -6.1979 0.300
H -5.5227 2.8834 -6.4749 0.319
H -5.1329 1.3564 -6.7768 0.342
C 8.3527 0.7255 3.7989 -0.885
C 9.1976 1.6871 2.9414 0.643
O 10.3169 2.0636 3.4158 -0.660
N 8.6826 2.0276 1.7456 -0.190
C 9.2815 2.9222 0.7847 -0.849
H 8.7126 -0.3034 3.8070 0.211
H 7.3255 0.8219 3.4474 0.304
H 8.2502 1.0161 4.8445 0.277
H 7.7243 1.7639 1.5662 0.260
H 8.7362 2.7772 -0.1479 0.339
H 10.3227 2.7266 0.5280 0.274
H 9.1421 3.9532 1.1100 0.276
C -5.7921 -5.3099 -2.6200 -0.879
C -5.5478 -6.7037 -3.3049 0.690
O -4.5477 -6.9516 -3.9269 -0.632
N -6.4840 -7.6299 -3.0807 -0.206
C -6.3666 -9.0083 -3.5130 -0.862
H -5.5499 -4.4828 -3.2873 0.279
H -5.1871 -5.2339 -1.7165 0.229
H -6.8643 -5.3276 -2.4243 0.278
H -7.3533 -7.3349 -2.6595 0.190
H -6.6272 -9.7175 -2.7273 0.291
H -5.4406 -9.3045 -4.0058 0.311
H -7.1599 -9.1699 -4.2428 0.310
C 1.4032 -7.9026 -0.4208 -1.100
C 2.1674 -8.4953 0.7764 0.703
O 2.2914 -9.7084 0.8650 -0.657
N 2.6681 -7.6505 1.6404 -0.179
C 3.5418 -7.9003 2.7205 -0.828
H 0.5238 -7.3181 -0.1504 0.317
H 1.0153 -8.6727 -1.0876 0.307
H 2.0627 -7.3095 -1.0544 0.308
H 2.6220 -6.6746 1.3840 0.268
H 2.9786 -8.4025 3.5071 0.244
H 3.9978 -6.9716 3.0635 0.337
H 4.2582 -8.6298 2.3428 0.281
C -5.6372 8.5012 -1.9143 -1.034
C -4.7395 8.6340 -0.6648 0.679
O -4.8583 9.6127 0.0659 -0.650
N -3.8659 7.6790 -0.3739 -0.177
C -3.0530 7.5968 0.8750 -0.817
H -6.0534 7.5235 -2.1570 0.336
H -5.0660 8.8046 -2.7917 0.277
H -6.4844 9.1742 -1.7824 0.287
H -3.9177 6.9073 -1.0234 0.232
H -3.5879 7.9917 1.7387 0.279
H -2.1122 8.1452 0.8276 0.256
H -2.8339 6.5372 1.0069 0.331
C -5.5933 3.2760 5.2135 -1.036
C -6.3381 4.5017 5.8380 0.692
O -7.5693 4.5121 6.0309 -0.635
N -5.5644 5.5466 6.2088 -0.190
C -6.0825 6.8875 6.6143 -0.883
H -4.7648 2.8672 5.7919 0.327
H -5.1507 3.5189 4.2476 0.281
H -6.3684 2.5273 5.0499 0.286
H -4.5700 5.4317 6.3430 0.260
H -6.1339 7.6270 5.8151 0.268
H -5.3895 7.3105 7.3416 0.336
H -7.0212 6.8832 7.1682 0.294
C 1.2983 -7.1078 -7.4837 -0.866
C 1.3987 -5.5908 -7.5016 0.665
O 2.3369 -5.0450 -7.9809 -0.607
N 0.3624 -4.9414 -6.9366 -0.176
C 0.3201 -3.5217 -6.7394 -0.880
H 1.3799 -7.5383 -8.4817 0.251
H 0.3269 -7.3117 -7.0331 0.256
H 2.0636 -7.5668 -6.8578 0.241
H -0.4515 -5.4986 -6.7196 0.205
H -0.7056 -3.2559 -6.9951 0.322
H 1.0059 -2.9642 -7.3774 0.299
H 0.4441 -3.2779 -5.6843 0.289
C 2.1139 2.8568 6.7425 -0.849
C 1.4245 3.8673 7.7010 0.652
O 0.5380 4.6025 7.4142 -0.606
N 1.8464 3.7417 8.9876 -0.224
C 1.3003 4.4394 10.2190 -0.793
H 1.4533 2.1980 6.1788 0.264
H 2.8861 2.3072 7.2807 0.252
H 2.6111 3.4506 5.9755 0.250
H 2.6405 3.1482 9.1808 0.234
H 1.9596 4.0983 11.0172 0.314
H 0.2596 4.1893 10.4248 0.246
H 1.3488 5.5260 10.1481 0.259
Cl -1.8629 -2.2580 7.0324 -0.185
C -1.4279 -3.4729 5.8082 -0.395
C -2.3614 -3.2747 4.6043 -0.479
Cl -4.0860 -3.6427 4.9662 -0.195
H -1.4536 -4.4804 6.2233 0.314
H -0.4107 -3.3077 5.4530 0.294
H -2.0138 -3.8965 3.7793 0.316
H -2.2991 -2.2376 4.2748 0.330
Cl 2.9325 3.9960 -5.8122 -0.177
C 4.2164 5.0548 -5.1912 -0.433
C 3.9724 5.5237 -3.8019 -0.376
Cl 2.7013 6.7173 -3.8291 -0.183
H 4.3508 5.8661 -5.9065 0.312
H 5.1397 4.4886 -5.3133 0.287
H 4.8051 6.0825 -3.3747 0.245
H 3.7149 4.7789 -3.0489 0.324

---

| no. | maximum force (eV/Å) | electronic energy (hartree) |
| --- | --- | --- |
| 1 | 0.4 | -307.55588 |
| 2 | 8.4 | -7182.84552 |
| 3 | 3.7 | -403.18767 |
| 4 | 5.7 | -4557.03542 |